{"formula": "C20H21Cl3GeN3SW", "method": "wB97M-V/def2-TZVPD", "orbital_gap_ha": [0.206, 0.225], "spin_multiplicity": 2, "e_above_lowest_kj_mol": 20.66, "s_squared": 0.765, "total_charge": 2, "elements": ["W", "C", "C", "C", "C", "C", "C", "C", "C", "C", "C", "N", "C", "C", "C", "C", "C", "N", "H", "H", "H", "H", "H", "H", "H", "H", "H", "H", "H", "H", "H", "H", "H", "H", "H", "S", "C", "C", "C", "C", "C", "N", "H", "H", "H", "H", "Cl", "Ge", "Cl", "Cl"], "xyz": [[-0.11, 0.02, 1.52], [3.05, 0.63, -0.67], [1.69, 1.27, -0.47], [0.67, 0.88, -1.51], [0.45, 1.68, -2.62], [-0.42, 1.25, -3.61], [-1.06, 0.02, -3.50], [-0.85, -0.81, -2.41], [-1.54, -2.16, -2.36], [-0.88, -3.16, -3.32], [0.02, -0.36, -1.42], [0.26, -1.06, -0.20], [0.70, -2.30, -0.11], [0.90, -2.73, 1.20], [1.38, -3.85, 1.85], [1.38, -3.56, 3.24], [0.92, -2.28, 3.38], [0.61, -1.74, 2.14], [3.75, 0.92, 0.11], [3.47, 0.95, -1.63], [2.98, -0.46, -0.70], [1.76, 2.35, -0.38], [1.38, 1.02, 0.60], [0.96, 2.63, -2.71], [-0.61, 1.88, -4.47], [-1.73, -0.30, -4.28], [-2.58, -2.03, -2.64], [-1.55, -2.56, -1.35], [-0.93, -2.80, -4.35], [-1.39, -4.12, -3.27], [0.17, -3.32, -3.09], [0.91, -2.89, -1.00], [1.69, -4.78, 1.39], [1.69, -4.22, 4.03], [0.76, -1.71, 4.28], [1.19, 1.17, 3.18], [0.23, 2.53, 2.59], [0.21, 3.82, 3.07], [-0.59, 4.74, 2.41], [-1.35, 4.34, 1.30], [-1.30, 3.03, 0.89], [-0.53, 2.14, 1.54], [0.82, 4.10, 3.92], [-0.63, 5.76, 2.75], [-1.97, 5.05, 0.78], [-1.86, 2.67, 0.05], [-3.42, -2.25, 0.83], [-2.64, -0.29, 0.98], [-4.23, 1.08, 0.78], [-1.85, -0.20, 3.24]]}



{"formula": "C9H14O", "method": "wB97M-V/def2-TZVPD", "orbital_gap_ha": 0.352, "e_above_lowest_kj_mol": 295.68, "smiles": "Cc1ccc(O)cc1.CC", "total_charge": 0, "elements": ["C", "C", "H", "H", "H", "H", "H", "H", "C", "C", "C", "C", "C", "C", "C", "O", "H", "H", "H", "H", "H", "H", "H", "H"], "xyz": [[2.32, 0.95, -0.98], [2.65, -0.49, -0.54], [2.50, 1.83, -0.41], [2.73, 1.07, -2.00], [1.21, 0.93, -0.83], [2.50, -0.94, -1.54], [1.76, -0.91, 0.02], [3.56, -0.70, -0.13], [-1.36, 0.51, -1.99], [-1.03, -1.03, -0.18], [-1.39, 0.37, -0.49], [-1.00, -1.58, 1.14], [-1.18, -0.57, 2.10], [-1.54, 1.21, 0.53], [-1.50, 0.71, 1.82], [-1.06, -1.06, 3.39], [-0.83, -1.78, -0.94], [-0.57, -2.61, 1.19], [-1.47, -0.48, -2.56], [-0.27, 1.12, -2.09], [-1.93, 2.16, 0.36], [-0.25, -1.33, 3.70], [-1.61, 1.52, 2.71], [-2.26, 1.11, -2.27]]}



{"formula": "C6H13NO2", "method": "wB97M-V/def2-TZVPD", "orbital_gap_ha": 0.298, "e_above_lowest_kj_mol": 425.24, "total_charge": 0, "elements": ["C", "C", "C", "N", "O", "O", "H", "H", "H", "H", "H", "H", "H", "C", "C", "C", "H", "H", "H", "H", "H", "H"], "xyz": [[0.52, 0.39, 1.13], [-0.60, 1.27, 1.59], [-1.14, -1.73, -0.42], [-2.04, -2.62, 0.05], [1.73, 0.60, 1.72], [-1.65, -0.60, -0.76], [1.96, 1.54, 1.69], [0.30, -0.68, 1.15], [-3.04, -2.42, 0.08], [-1.73, -3.54, 0.31], [-0.36, 2.32, 1.44], [-1.51, 1.02, 1.04], [-0.79, 1.10, 2.65], [1.90, -0.18, -1.18], [0.79, 0.74, -0.74], [-0.46, 0.64, -1.45], [1.11, 1.78, -0.59], [2.35, 0.17, -2.11], [2.69, -0.23, -0.43], [1.51, -1.18, -1.32], [-0.43, 0.11, -2.40], [-1.10, 1.52, -1.44]]}



{"formula": "C13H18Cl2N2O2", "method": "wB97M-V/def2-TZVPD", "orbital_gap_ha": 0.209, "e_above_lowest_kj_mol": 0.00, "smiles": "O=C1C=C(Cl)C(=O)C=C1Cl.CN(C)C[C@@H]1CCCN1", "total_charge": 0, "elements": ["Cl", "C", "C", "C", "O", "C", "Cl", "C", "C", "O", "H", "H", "C", "N", "C", "C", "C", "C", "C", "C", "N", "H", "H", "H", "H", "H", "H", "H", "H", "H", "H", "H", "H", "H", "H", "H", "H"], "xyz": [[3.47, 3.72, -1.47], [1.78, 3.52, -1.48], [0.95, 4.59, -1.58], [-0.52, 4.48, -1.60], [-1.27, 5.46, -1.65], [-1.03, 3.07, -1.55], [-2.72, 2.86, -1.64], [-0.19, 2.00, -1.44], [1.26, 2.13, -1.31], [1.98, 1.17, -1.01], [1.37, 5.59, -1.64], [-0.61, 1.00, -1.38], [-1.29, -1.99, -1.77], [-0.20, -2.42, -0.93], [0.53, -3.56, -1.44], [-0.53, -2.50, 0.49], [0.29, -1.53, 1.34], [-0.02, -1.64, 2.84], [0.04, -0.20, 3.38], [-0.17, 0.69, 2.15], [0.02, -0.16, 0.97], [-1.71, -1.06, -1.36], [-0.92, -1.81, -2.79], [-2.10, -2.75, -1.83], [1.40, -3.73, -0.80], [-0.08, -4.49, -1.45], [0.86, -3.36, -2.47], [-1.60, -2.25, 0.63], [-0.33, -3.52, 0.86], [1.36, -1.76, 1.13], [-1.02, -2.06, 2.98], [0.71, -2.30, 3.32], [-0.70, -0.02, 4.15], [1.04, 0.00, 3.77], [-1.21, 1.06, 2.14], [0.49, 1.58, 2.13], [0.68, 0.21, 0.28]]}